No. 1
Entry from OMol25: 3 unconnected molecules or ions with the total composition C5H8O (wB97M-V/def2-TZVPD).

## Properties
Orbital gap (spin up / spin down) ... 0.2593 / 0.2518 Eh
Relative energy (zero: lowest compared OMol25 entry of this formula, charge and spin) ... 164.4 kcal/mol
Lowest unoccupied orbital energy (spin up / spin down) ... 0.0159 / 0.0154 Ha

Structure (ORCA input):
```
! RIJCOSX wB97M-V def2-TZVPD def2/J DEFGRID3
* xyz 0 1
C 0.308 -0.350 0.674
C 0.524 -0.287 -0.678
C 2.640 0.240 0.074
C -1.679 -0.519 -0.101
C -2.399 0.588 -0.012
O 2.891 1.409 -0.020
H 3.488 -0.473 0.308
H 0.241 0.562 1.252
H 0.423 -1.290 1.199
H 0.655 -1.195 -1.251
H 0.417 0.652 -1.206
H -2.091 -1.501 -0.317
H -1.935 1.553 0.198
H -3.484 0.611 -0.120
*
```



No. 2
Entry from OMol25: a molecular structure, C28H77CrN7O11S (wB97M-V/def2-TZVPD).

## Properties
Orbital gap (spin up / spin down) ... 0.2315 / 0.1275 Eh
Expectation value of S² ... 8.768
Lowest unoccupied orbital energy (spin up / spin down) ... -0.1386 / -0.2427 Ha

Structure (ORCA input):
```
! RIJCOSX wB97M-V def2-TZVPD def2/J DEFGRID3
* xyz 1 6
Cr -0.879 -3.240 -1.281
S -2.670 -1.511 -2.256
O -2.328 -0.313 -3.037
O -4.110 -1.705 -2.291
O -2.028 -2.655 -2.847
O -2.125 -1.519 -0.896
C -0.343 -1.193 -6.225
C -1.739 -1.570 -6.593
C -2.134 -3.024 -6.359
O -3.290 -3.467 -7.066
C -3.417 -4.872 -7.324
N -2.480 -0.640 -5.693
H -0.197 -1.509 -5.192
H 0.079 -0.195 -6.343
H 0.316 -1.776 -6.867
H -1.791 -1.378 -7.665
H -2.333 -3.279 -5.319
H -1.293 -3.681 -6.583
H -2.662 -5.208 -8.035
H -4.344 -5.063 -7.863
H -3.415 -5.398 -6.369
H -3.368 -1.079 -5.494
H -2.116 -0.506 -4.760
C -8.422 -0.218 -0.333
C -7.433 -0.909 -1.288
C -7.919 -0.959 -2.801
O -9.100 -1.763 -2.889
C -9.452 -2.104 -4.273
N -6.154 -0.223 -1.162
H -8.724 0.788 -0.628
H -8.027 -0.264 0.682
H -9.327 -0.822 -0.400
H -7.261 -1.905 -0.878
H -7.071 -1.418 -3.309
H -8.143 0.080 -3.044
H -10.342 -2.722 -4.389
H -8.674 -2.722 -4.720
H -9.533 -1.238 -4.930
H -5.806 -0.171 -0.215
H -5.396 -0.770 -1.542
C -1.107 0.487 2.368
C -0.922 -1.052 2.224
C -0.519 -1.804 3.487
O 0.780 -1.501 4.015
C 0.914 -0.521 4.995
N -2.218 -1.511 1.765
H -1.380 0.884 1.391
H -0.218 1.004 2.729
H -1.935 0.834 2.987
H -0.167 -1.248 1.463
H -0.372 -2.848 3.210
H -1.378 -1.719 4.152
H 0.683 0.462 4.584
H 1.953 -0.528 5.325
H 0.234 -0.765 5.811
H -2.169 -2.520 1.786
H -2.265 -1.310 0.776
C 0.906 -4.293 -4.116
C -0.322 -5.073 -3.670
C -0.343 -6.502 -4.204
O -0.379 -6.415 -5.644
C -0.536 -7.606 -6.390
N -0.279 -5.111 -2.226
H 1.780 -4.930 -3.983
H 1.044 -3.390 -3.521
H 0.844 -4.121 -5.190
H -1.257 -4.596 -3.964
H -1.177 -6.997 -3.707
H 0.514 -7.144 -4.000
H 0.143 -8.318 -5.920
H -0.405 -7.553 -7.471
H -1.550 -7.945 -6.178
H 0.590 -5.571 -1.995
H -0.986 -5.768 -1.930
C 1.148 0.001 -0.543
C 1.666 -1.057 -1.557
C 3.164 -0.805 -1.584
O 3.810 -1.736 -2.494
C 5.233 -1.710 -2.320
N 1.289 -2.451 -1.119
H 0.087 -0.063 -0.298
H 1.401 0.947 -1.021
H 1.702 -0.009 0.396
H 1.216 -0.893 -2.536
H 3.513 -0.837 -0.552
H 3.372 0.206 -1.934
H 5.713 -2.537 -2.844
H 5.491 -1.777 -1.263
H 5.527 -0.740 -2.721
H 2.145 -2.872 -1.452
H 1.492 -2.606 -0.142
C -4.084 -5.356 -3.610
C -5.303 -4.568 -4.045
C -6.475 -4.533 -3.001
O -6.882 -5.792 -2.516
C -7.731 -6.473 -3.440
N -4.767 -3.269 -4.347
H -4.450 -6.346 -3.337
H -3.591 -5.021 -2.697
H -3.347 -5.360 -4.413
H -5.701 -5.100 -4.909
H -7.326 -3.933 -3.324
H -6.120 -3.902 -2.187
H -8.240 -7.283 -2.918
H -7.223 -6.797 -4.349
H -8.545 -5.826 -3.768
H -3.909 -3.411 -4.861
H -4.581 -2.683 -3.546
C -0.626 2.019 -4.221
C -0.585 2.644 -2.805
C -0.527 4.178 -2.651
O 0.473 4.690 -3.580
C 0.552 6.140 -3.675
N -1.660 2.176 -2.015
H -0.572 0.937 -4.103
H 0.200 2.341 -4.855
H -1.523 2.159 -4.824
H 0.282 2.146 -2.371
H -0.249 4.477 -1.641
H -1.471 4.677 -2.869
H 1.295 6.453 -2.941
H -0.340 6.701 -3.399
H 0.894 6.501 -4.645
H -1.928 1.227 -2.232
H -1.398 2.012 -1.053
*
```



No. 3
Entry from OMol25: 12 unconnected molecules or ions with the total composition C54H126N2O34P4 (wB97M-V/def2-TZVPD).

## Properties
Orbital gap ... 0.3001 Eh
Lowest unoccupied orbital energy ... 0.0141 Ha

Structure (ORCA input):
```
! RIJCOSX wB97M-V def2-TZVPD def2/J DEFGRID3
* xyz 0 1
C -1.025 2.087 0.884
C -0.549 3.468 0.430
O -0.161 4.288 1.446
P 1.259 4.147 2.324
O 2.483 3.733 1.543
O 1.201 5.560 3.089
C 1.311 6.726 2.340
C -0.013 7.507 2.197
O 0.796 3.085 3.466
C -0.229 3.327 4.448
C -0.688 2.043 5.058
H -0.358 1.573 1.576
H -1.883 2.255 1.535
H -1.356 1.382 0.121
H 0.305 3.399 -0.244
H -1.382 3.984 -0.048
H 1.967 7.418 2.869
H 1.724 6.621 1.337
H -0.171 7.787 1.155
H -0.809 6.848 2.544
H -0.032 8.384 2.844
H 0.112 3.957 5.270
H -1.107 3.828 4.041
H -1.032 1.389 4.257
H 0.084 1.458 5.558
H -1.524 2.128 5.752
C -0.744 -1.879 3.688
C -2.167 -1.223 3.503
O -2.737 -0.879 4.733
P -3.738 -1.978 5.605
O -4.791 -2.501 4.682
O -2.728 -3.102 6.209
C -3.332 -4.264 6.891
C -2.320 -4.890 7.843
O -4.197 -1.085 6.921
C -5.345 -0.212 6.722
C -6.522 -1.105 7.179
H -0.889 -2.936 3.910
H -0.090 -1.839 2.818
H -0.131 -1.399 4.452
H -1.926 -0.266 3.041
H -2.810 -1.872 2.909
H -4.188 -3.898 7.457
H -3.792 -5.001 6.232
H -1.765 -4.160 8.433
H -2.691 -5.643 8.538
H -1.533 -5.392 7.280
H -5.263 0.697 7.318
H -5.542 0.129 5.705
H -6.527 -1.199 8.265
H -7.454 -0.580 6.971
H -6.384 -2.071 6.693
C -2.206 3.861 -7.236
C -0.831 4.533 -6.822
O -0.115 3.488 -6.306
P 1.488 3.721 -5.936
O 1.756 4.991 -5.173
O 2.238 3.681 -7.347
C 2.582 2.465 -8.004
C 2.621 2.699 -9.545
O 1.880 2.267 -5.243
C 2.050 2.136 -3.861
C 0.732 1.462 -3.348
H -2.767 3.275 -6.508
H -2.935 4.575 -7.618
H -2.061 3.146 -8.046
H -0.362 4.953 -7.712
H -0.910 5.331 -6.084
H 3.428 1.831 -7.736
H 1.786 1.765 -7.750
H 1.799 3.302 -9.931
H 3.538 3.265 -9.707
H 2.647 1.841 -10.217
H 2.947 1.640 -3.489
H 2.128 3.117 -3.393
H 0.473 0.587 -3.945
H 0.785 1.185 -2.295
H -0.155 2.071 -3.520
C -5.515 2.841 3.888
C -4.387 1.881 3.394
O -4.463 1.935 1.932
P -5.004 0.691 0.990
O -4.197 -0.612 1.033
O -6.493 0.495 1.632
C -6.861 -0.856 2.094
C -8.391 -0.873 1.961
O -5.285 1.351 -0.419
C -6.000 2.520 -0.565
C -7.481 2.380 -0.935
H -6.564 2.654 3.659
H -5.318 2.925 4.957
H -5.289 3.829 3.487
H -3.449 2.232 3.825
H -4.434 0.858 3.768
H -6.494 -1.657 1.452
H -6.544 -0.968 3.131
H -8.694 -1.824 2.398
H -8.698 0.043 2.465
H -8.614 -0.850 0.894
H -5.924 3.052 0.383
H -5.498 3.127 -1.318
H -7.954 3.342 -1.134
H -7.700 1.867 -1.871
H -8.104 1.862 -0.206
C 7.605 0.383 3.627
C 6.152 -0.023 3.262
N 5.559 -0.765 4.380
C 4.089 -0.846 4.460
C 3.552 0.548 4.771
C 6.036 -2.169 4.532
C 6.205 -2.406 6.014
H 7.588 1.126 4.424
H 8.109 0.858 2.785
H 8.286 -0.378 4.008
H 5.596 0.892 3.054
H 6.052 -0.643 2.371
H 3.672 -1.366 3.597
H 3.829 -1.431 5.343
H 3.682 1.181 3.893
H 2.486 0.435 4.969
H 4.127 1.088 5.523
H 7.008 -2.268 4.048
H 5.339 -2.972 4.293
H 6.250 -3.472 6.233
H 5.480 -2.117 6.774
H 7.185 -2.055 6.337
C 9.229 0.492 -0.090
C 7.747 0.824 -0.127
N 7.415 2.200 -0.025
C 7.976 3.157 -1.060
C 7.542 4.678 -0.805
C 6.011 2.388 0.271
C 5.108 2.059 -0.875
H 9.650 0.919 0.820
H 9.709 0.921 -0.969
H 9.489 -0.561 -0.206
H 7.374 0.441 -1.077
H 7.441 0.189 0.705
H 9.054 3.001 -1.021
H 7.624 2.892 -2.058
H 7.800 5.331 -1.639
H 6.456 4.730 -0.894
H 7.800 5.156 0.140
H 5.840 3.420 0.577
H 5.647 1.948 1.200
H 4.998 0.977 -0.936
H 5.404 2.539 -1.807
H 4.107 2.476 -0.759
C -2.005 5.629 -3.464
O -2.143 4.475 -2.698
C -2.927 3.415 -3.141
O -3.867 3.516 -3.919
O -2.523 2.285 -2.557
C -3.038 1.068 -3.094
H -1.064 5.637 -4.015
H -1.849 6.422 -2.734
H -2.817 5.949 -4.116
H -4.119 1.030 -2.964
H -2.575 0.283 -2.496
H -2.802 0.904 -4.146
C 3.875 -3.110 -2.146
O 4.212 -4.514 -1.994
C 3.929 -5.262 -3.076
O 3.899 -4.857 -4.240
O 3.721 -6.546 -2.627
C 3.381 -7.565 -3.619
H 2.905 -2.876 -2.585
H 4.575 -2.652 -2.844
H 4.084 -2.562 -1.227
H 2.436 -7.321 -4.106
H 3.219 -8.508 -3.097
H 4.233 -7.701 -4.284
C -4.706 -2.960 -6.468
O -5.444 -2.423 -5.377
C -4.944 -2.105 -4.247
O -3.717 -2.088 -3.998
O -5.890 -1.870 -3.342
C -5.553 -1.465 -1.999
H -3.678 -2.619 -6.585
H -5.244 -2.819 -7.405
H -4.527 -4.034 -6.426
H -4.885 -2.207 -1.560
H -6.471 -1.498 -1.412
H -5.095 -0.477 -2.042
C 1.597 -3.927 1.148
O 0.210 -4.234 0.995
C -0.115 -5.211 0.050
O 0.713 -5.759 -0.801
O -1.493 -5.398 0.220
C -2.191 -6.291 -0.625
H 2.032 -4.901 1.373
H 1.700 -3.163 1.919
H 1.955 -3.481 0.219
H -2.123 -6.004 -1.675
H -3.261 -6.180 -0.452
H -1.902 -7.334 -0.499
C -0.543 -8.074 -5.960
O 0.013 -6.791 -5.516
C -0.676 -5.911 -4.722
O -1.783 -6.030 -4.266
O 0.123 -4.895 -4.599
C -0.115 -3.794 -3.757
H 0.315 -8.622 -6.350
H -1.263 -7.954 -6.770
H -1.175 -8.662 -5.294
H -1.174 -3.564 -3.640
H 0.459 -2.887 -3.944
H 0.182 -4.112 -2.757
C -1.623 -1.660 -0.396
O -0.434 -1.740 -1.124
C 0.817 -1.177 -0.749
O 1.765 -1.112 -1.586
O 0.872 -0.691 0.528
C 1.978 0.088 0.856
H -1.484 -1.376 0.647
H -2.126 -2.627 -0.384
H -2.283 -0.968 -0.920
H 1.698 1.082 0.506
H 2.869 -0.397 0.458
H 2.072 0.139 1.941
*
```



no.,strongest force on any atom (eV Å⁻¹)
1,4.78
2,6.22
3,7.03